(1)
C10H13O3 | ωB97M-V with the def2-TZVPD basis set

Structure (ORCA input):
```
! RIJCOSX wB97M-V def2-TZVPD def2/J DEFGRID3
* xyz -2 2
H 1.3162 -0.5659 1.4417
C -2.1693 1.4683 0.4549
H -2.8009 3.9589 -0.5964
H -1.8417 3.8170 -1.9998
H 1.0124 -4.1109 0.7426
O 0.6335 -0.1118 2.1707
C -0.2263 2.7358 -0.0074
O 2.0437 -0.9404 0.2454
H 0.1254 -4.2839 -0.7959
H -3.2850 1.3907 0.3264
C -0.1171 0.8018 1.4464
C 0.5870 1.7629 0.5723
H -1.9158 -0.2502 1.8362
H 0.1976 3.5692 -0.5846
H -3.0195 2.6094 -1.8803
C 1.9213 -2.8770 -1.0355
C -1.5746 2.4779 -0.2329
H 0.1296 -2.7155 0.0597
H 1.5312 -2.1868 -1.7372
O 3.6205 -2.5377 0.6259
C -1.4744 0.6378 1.3429
H 2.7426 -3.5625 -1.3595
C -2.4193 3.2821 -1.2854
H 1.5471 1.3256 0.3859
C 0.7702 -3.6032 -0.1899
C 2.6656 -2.0915 0.0538
*
```

Its max |F| is 0.100 Eh/bohr. The HOMO energy (alpha / beta) comes out at 4.0 / 0.1 eV. Its lowest unoccupied orbital energy (alpha / beta) is 6.11 / 6.06 eV. For the molecular weight, the calculation gives 181.2 g/mol. The value obtained for the energy above the lowest of the compared OMol25 structures with the same formula, charge and spin is 185.5 kJ/mol.

(2)
C10H14BBrN6Pd | ωB97M-V with the def2-TZVPD basis set

Structure (ORCA input):
```
! RIJCOSX wB97M-V def2-TZVPD def2/J DEFGRID3
* xyz 0 3
N 0.6117 1.7710 0.2191
C -3.3620 -0.5582 -1.0223
H 2.1334 -1.4517 -3.1127
C -2.4257 -0.2361 -2.0033
H -1.8623 -0.7777 3.8668
N 1.3284 -0.9633 -0.0449
C 1.1547 3.8228 -0.4436
N -1.2324 -0.0144 -1.3609
C 2.0356 -1.5304 -2.0464
C 0.9259 3.0125 -1.5721
C 2.2166 -1.9412 0.1487
C -2.6639 -0.5248 0.2216
N -1.3965 -0.1957 0.0086
H 3.4246 -3.0856 -1.2593
H -0.5724 -1.5357 2.8111
N 0.5677 1.7769 -1.1510
Br 1.9835 0.4358 3.5524
H -3.0538 -0.7157 1.2069
H 0.1653 0.5303 -3.0564
H 1.4495 4.8569 -0.3829
H -0.9091 -2.1925 4.5743
H -4.4274 -0.7765 -1.1620
C 0.9440 2.9862 0.6728
C -1.3389 -1.7173 3.6703
H -2.0898 -2.4162 3.3346
H 2.3959 -2.2395 1.1696
H 0.9843 3.1132 1.7361
H -2.5573 -0.1407 -3.0680
Pd 0.4801 0.1147 1.5007
B 0.1885 0.4211 -1.8636
C 2.6898 -2.3314 -1.1064
N 1.1896 -0.7156 -1.4003
H 1.0227 3.2188 -2.6374
*
```

Its max |F| is 0.041 Eh/bohr. The HOMO energy (alpha / beta) comes out at -9.0 / -9.1 eV. Its lowest unoccupied orbital energy (alpha / beta) is 0.65 / -1.33 eV. For the molecular weight, the calculation gives 415.4 g/mol. The value obtained for the energy above the lowest of the compared OMol25 structures with the same formula, charge and spin is 30.9 kJ/mol.

(3)
C10H14BCl3O2S | ωB97M-V with the def2-TZVPD basis set

Structure (ORCA input):
```
! RIJCOSX wB97M-V def2-TZVPD def2/J DEFGRID3
* xyz 0 1
Cl 1.0987 2.9679 2.6538
H -1.1845 -0.8900 1.8811
B -0.4825 1.9478 2.6832
H 0.8334 0.3979 1.1013
O -0.8549 1.5459 1.3939
H 1.8831 0.2274 -1.0732
H 2.0716 1.1016 -3.4232
H 1.5224 -1.6219 -1.0963
Cl -0.0812 0.3169 3.7191
C 1.2174 1.3791 -2.8017
C -0.0112 1.1587 -0.7330
C 0.2686 2.2996 -3.2592
O -1.1424 -2.7277 -0.9091
Cl -1.8973 2.8308 3.5383
H -1.7442 2.4120 -0.5083
C 1.3826 -2.2088 -0.1825
C -0.1711 0.5678 0.6719
C -0.7952 2.6834 -2.4379
C -0.3476 -3.5152 1.5557
C 1.0970 0.8418 -1.5173
H 2.0037 -1.7997 0.6207
H 0.3727 2.7318 -4.2493
H -0.0397 -3.0880 2.5194
C -0.9692 -0.7373 0.8109
H -1.5080 3.4460 -2.7464
H -1.9111 -0.6154 0.2603
C -0.9487 2.0952 -1.1830
H 1.6869 -3.2446 -0.3823
S -0.3469 -2.2873 0.2412
H 0.3628 -4.2934 1.2377
H -1.3651 -3.9223 1.6145
*
```

Its max |F| is 0.035 Eh/bohr. The HOMO energy comes out at -9.1 eV. Its lowest unoccupied orbital energy is -0.45 eV. For the molecular weight, the calculation gives 315.5 g/mol.

(4)
C10H14BClN6O4Re | ωB97M-V with the def2-TZVPD basis set

Structure (ORCA input):
```
! RIJCOSX wB97M-V def2-TZVPD def2/J DEFGRID3
* xyz 4 4
C -1.0537 3.4618 -1.7117
N -0.6758 1.5768 -0.5645
N 1.7143 -0.0544 -1.3675
N 1.5569 -0.1411 0.0256
O 0.2190 1.3632 2.1951
C 2.8212 -0.1616 0.5826
H -2.8813 -0.8131 2.5655
O 1.6075 0.7032 6.0786
H -1.1836 -1.1008 3.1041
O 0.4440 -1.1402 4.9215
H 2.9207 -0.1418 1.6580
Re -0.1587 0.3253 0.8699
H 4.8017 -0.2867 -0.3719
C 3.7382 -0.1999 -0.4592
C -1.1498 2.8762 -0.4592
H -1.9410 -2.1542 1.8530
H -1.3774 4.4471 -1.9718
H 0.7878 0.1477 -3.4459
N -0.4590 -1.0289 -1.9448
H -1.6052 -0.4013 1.3951
H -2.1049 -2.7501 0.2277
C -1.6606 -2.3689 -0.6761
H -0.1788 2.5775 -3.6148
N -0.8592 -1.2789 -0.6630
N -0.2303 1.4141 -1.8804
H -0.7476 -1.9147 -3.8213
C -1.8705 -1.1453 2.2554
H 3.3139 -0.1788 -2.6948
C -0.4580 2.5358 -2.5689
H -2.2777 -3.6966 -2.3245
C -0.9755 -1.9597 -2.7631
C -1.7370 -2.8278 -1.9936
O -0.8317 0.7489 5.8112
H -1.4829 3.2191 0.5038
C 3.0149 -0.1279 -1.6519
Cl 0.4672 0.3444 5.1826
B 0.4929 0.1315 -2.2812
*
```

Its max |F| is 0.105 Eh/bohr. The HOMO energy (alpha / beta) comes out at -21.8 / -21.6 eV. Its lowest unoccupied orbital energy (alpha / beta) is -18.05 / -18.71 eV. For the molecular weight, the calculation gives 514.7 g/mol. The value obtained for the energy above the lowest of the compared OMol25 structures with the same formula, charge and spin is 48.9 kJ/mol.